(1)
118
Properties=species:S:1:pos:R:3:lowdin_charge:R:1 method="wB97M-V/def2-TZVPD" charge=+6 e_above_lowest_kj_mol=20.1 homo_lumo_gap_ev=7.157
N -1.6686 -0.1485 0.0565 -0.306
S -0.8603 1.0907 0.6938 0.477
O -0.7626 2.2254 -0.1686 -0.242
O 0.0539 0.8172 1.7421 -0.225
F -2.1512 1.5373 1.5753 -0.225
S -0.3308 -0.5499 -0.9683 0.527
O 0.8375 -1.0568 -0.3459 -0.217
O -0.1659 0.2896 -2.0968 -0.220
F -1.0335 -1.8450 -1.6157 -0.187
C 1.0561 6.2597 2.1376 0.020
C 0.5655 5.6253 3.3837 -0.394
O 1.1395 5.5937 4.4053 0.237
N -0.9519 5.3410 3.4108 0.094
H -1.4366 5.9644 4.0742 0.200
H -1.5159 5.6490 2.6124 0.178
C -1.2316 3.8851 3.7380 0.024
H 0.4982 7.1131 1.7479 0.113
H 1.1541 5.4589 1.3828 0.063
H 2.0983 6.5773 2.0596 0.124
H -2.3088 3.8402 3.5885 0.103
H -1.0182 3.6567 4.7760 0.111
H -0.6654 3.3056 3.0120 0.079
C 5.3228 0.8494 3.7122 0.051
C 4.5333 -0.2541 3.0851 -0.392
O 3.4836 -0.6276 3.4831 0.165
N 4.8603 -0.5598 1.6301 0.105
H 4.4889 0.2284 1.0789 0.138
H 5.8758 -0.5493 1.5065 0.183
C 4.4458 -1.9270 1.2356 0.001
H 5.1919 0.8699 4.7897 0.114
H 4.8003 1.7398 3.3384 0.105
H 6.3618 0.9121 3.3980 0.105
H 4.6922 -2.0727 0.1799 0.079
H 3.3735 -2.0804 1.2520 0.098
H 5.0409 -2.7247 1.6715 0.114
C 5.4004 -3.7819 -2.6662 0.039
C 6.5559 -3.7477 -1.7159 -0.380
O 6.4949 -3.7480 -0.5352 0.170
N 7.9333 -3.5263 -2.3420 0.088
H 7.9321 -3.7870 -3.3347 0.184
H 8.0778 -2.5135 -2.4523 0.198
C 9.0761 -4.1588 -1.5785 0.048
H 4.8120 -2.8655 -2.5797 0.104
H 4.7247 -4.5718 -2.3374 0.113
H 5.6670 -3.9203 -3.7112 0.099
H 9.2664 -3.6624 -0.6364 0.111
H 9.9567 -4.1733 -2.2174 0.121
H 8.7887 -5.2012 -1.4581 0.118
C 0.2624 3.5592 -3.9215 0.043
C -0.5648 4.1584 -2.8389 -0.394
O -1.7442 4.2702 -2.7577 0.162
N 0.2071 4.4872 -1.5753 0.045
H -0.5152 4.7724 -0.9109 0.153
H 0.5418 3.6223 -1.1190 0.101
C 1.1393 5.6765 -1.7517 0.048
H 1.1397 3.0293 -3.5463 0.103
H 0.5256 4.3180 -4.6594 0.121
H -0.2807 2.7513 -4.4124 0.102
H 1.4486 5.9846 -0.7601 0.077
H 0.5184 6.4812 -2.1384 0.120
H 1.9639 5.3200 -2.3552 0.110
C -0.7340 -0.3630 4.7368 0.044
C -2.2204 -0.0727 4.7492 -0.389
O -2.7018 0.9688 4.4839 0.179
N -3.0833 -1.1684 5.4178 0.081
H -3.9599 -1.3814 4.9359 0.180
H -2.6034 -2.0719 5.3797 0.164
C -3.2557 -0.8349 6.9134 0.078
H -0.2565 0.6094 4.8201 0.107
H -0.4450 -0.8126 3.7843 0.089
H -0.3901 -0.9979 5.5532 0.106
H -3.8128 -1.6540 7.3608 0.122
H -3.8034 0.1004 6.9554 0.117
H -2.2493 -0.7914 7.3191 0.115
C -3.4186 -1.8156 -5.2169 0.030
C -2.5551 -2.9017 -5.8288 -0.398
O -1.3950 -2.8368 -5.9366 0.217
N -3.3228 -4.0624 -6.4662 0.099
H -3.9793 -4.4771 -5.7960 0.179
H -3.9458 -3.7528 -7.2208 0.200
C -2.4471 -5.2858 -6.7157 0.043
H -4.3430 -1.7361 -5.7858 0.105
H -2.8260 -0.9076 -5.1937 0.098
H -3.5647 -2.1476 -4.1837 0.084
H -1.7558 -5.2806 -5.8740 0.100
H -1.8016 -5.1507 -7.5782 0.118
H -3.0118 -6.2112 -6.7234 0.118
C -2.0999 -4.5436 2.3757 0.045
C -1.6270 -3.6461 1.2769 -0.410
O -0.5542 -3.6366 0.7877 0.202
N -2.6690 -2.7216 0.6691 0.049
H -3.3083 -2.4275 1.4106 0.162
H -2.2253 -1.7815 0.4487 0.083
C -3.4078 -3.3556 -0.4986 0.048
H -2.4189 -5.4852 1.9205 0.127
H -2.8304 -4.1188 3.0629 0.084
H -1.2364 -4.7999 2.9916 0.115
H -2.6518 -3.8152 -1.1219 0.109
H -3.9733 -2.5206 -0.9097 0.086
H -4.1788 -4.0017 -0.0844 0.117
C -6.3513 0.5746 -2.3611 0.034
C -4.8642 0.5878 -2.4548 -0.387
O -4.2117 0.7318 -3.4239 0.199
N -4.2143 0.7760 -1.0539 0.072
H -4.9049 0.3622 -0.4217 0.154
H -3.3408 0.2203 -0.8432 0.119
C -4.1686 2.2521 -0.7247 0.036
H -6.6412 -0.2591 -1.7137 0.103
H -6.8834 0.4756 -3.3085 0.120
H -6.8241 1.5093 -2.0407 0.121
H -3.3498 2.6790 -1.2966 0.092
H -3.9691 2.3018 0.3408 0.086
H -5.1095 2.7724 -0.8807 0.119
O 1.8254 3.0356 1.6869 0.006
C 2.6453 2.7966 0.5558 -0.747
O 3.5449 1.9374 0.7012 -0.024
O 2.3367 3.4030 -0.4734 0.000
H 2.4434 2.5261 2.2427 0.090

(2)
16
Properties=species:S:1:pos:R:3:lowdin_charge:R:1 method="wB97M-V/def2-TZVPD" charge=0 e_above_lowest_kj_mol=8.7 homo_lumo_gap_ev=8.734
C 0.0481 2.5675 -0.0688 -0.045
C 0.3049 1.0906 -0.1138 -0.333
C 1.2520 0.3799 -0.8054 -0.067
C 1.0150 -1.0046 -0.5786 -0.069
C -0.0881 -1.1183 0.2299 -0.327
C -0.9015 -2.3436 0.5293 -0.046
N -0.4998 0.1690 0.5231 0.089
H 0.1690 3.0070 0.9284 0.073
H 0.7425 3.0911 -0.7339 0.077
H -0.9655 2.8081 -0.4110 0.074
H 2.0073 0.8147 -1.4456 0.098
H 1.5658 -1.8347 -1.0047 0.100
H -1.9679 -2.1713 0.3348 0.075
H -0.5720 -3.1540 -0.1311 0.077
H -0.8286 -2.7242 1.5512 0.068
H -1.2371 0.4128 1.1661 0.156

(3)
83
Properties=species:S:1:pos:R:3:lowdin_charge:R:1 method="wB97M-V/def2-TZVPD" charge=0 homo_lumo_gap_ev=9.496
N 2.4004 -1.6930 2.1249 0.144
C 2.3352 -1.1261 0.8343 -0.485
O 3.2824 -0.6384 0.2587 0.061
C 0.9522 -1.1228 0.2080 -0.102
C -0.2324 -1.3483 1.1544 -0.157
C -1.4691 -1.7844 0.3531 -0.320
O -2.7156 -1.2192 0.7774 -0.039
C -3.1357 -1.3708 2.0766 -0.311
O -2.7953 -0.6333 2.9506 0.108
P -1.5000 -3.6145 0.1888 0.487
O -0.1879 -4.2582 0.3713 -0.257
O -2.6400 -4.0372 1.2323 -0.119
O -2.2209 -3.9148 -1.2123 -0.113
H 2.4536 -2.7099 2.0749 0.113
H 3.2631 -1.3577 2.5559 0.104
H 0.8536 -0.1635 -0.3240 0.120
H 0.9881 -1.9169 -0.5606 0.127
H 0.0391 -2.1013 1.9059 0.101
H -0.4887 -0.4231 1.6852 0.127
H -1.3731 -1.4138 -0.6811 0.129
H -3.9279 -2.1263 2.1774 0.143
H -2.6236 -4.9928 1.4068 0.106
H -2.0826 -3.2289 -1.8799 0.086
C -1.4766 -3.4274 5.2198 -0.072
C -0.0383 -3.1015 5.5910 -0.275
O 0.5077 -2.0205 4.8632 -0.170
C -0.1333 -0.7662 4.9741 -0.282
C -0.1214 -0.1651 6.3711 -0.072
H -1.5533 -3.6295 4.1494 0.066
H -1.8101 -4.3112 5.7662 0.076
H -2.1576 -2.6105 5.4612 0.070
H 0.6045 -3.9495 5.3502 0.117
H 0.0455 -2.9322 6.6720 0.109
H -1.1563 -0.8019 4.5818 0.084
H 0.4435 -0.1316 4.2976 0.104
H -0.7050 -0.7510 7.0832 0.067
H -0.5491 0.8381 6.3325 0.075
H 0.9034 -0.0975 6.7407 0.080
C 3.6342 3.2920 1.4652 -0.066
C 2.4740 2.3153 1.5172 -0.275
O 2.2590 1.7160 2.7803 -0.170
C 1.9474 2.5458 3.8823 -0.279
C 0.6858 3.3732 3.7052 -0.075
H 4.5563 2.8093 1.7929 0.083
H 3.7674 3.6418 0.4406 0.076
H 3.4657 4.1668 2.0964 0.067
H 2.6670 1.4704 0.8546 0.084
H 1.5568 2.7932 1.1528 0.116
H 2.7893 3.1904 4.1640 0.112
H 1.8092 1.8310 4.6958 0.104
H 0.7919 4.1190 2.9159 0.067
H 0.4573 3.9015 4.6321 0.076
H -0.1594 2.7300 3.4534 0.077
C 0.7224 0.0391 -3.5205 -0.063
C 1.1468 1.4343 -3.0962 -0.274
O 2.0735 1.4618 -2.0256 -0.174
C 3.3121 0.8041 -2.2508 -0.292
C 4.1121 1.3702 -3.4113 -0.073
H 0.3063 -0.5074 -2.6711 0.055
H -0.0400 0.1086 -4.2992 0.066
H 1.5556 -0.5410 -3.9194 0.074
H 0.2822 1.9860 -2.7238 0.117
H 1.5320 1.9900 -3.9594 0.109
H 3.1615 -0.2728 -2.3782 0.107
H 3.8638 0.9328 -1.3195 0.099
H 3.6045 1.2349 -4.3677 0.065
H 5.0743 0.8603 -3.4739 0.078
H 4.2937 2.4370 -3.2697 0.080
C -3.9659 2.0555 -4.8798 -0.078
C -2.7087 2.1299 -5.7287 -0.280
O -2.1492 0.8679 -6.0516 -0.175
C -2.9782 -0.0121 -6.7917 -0.283
C -3.4110 0.5278 -8.1436 -0.079
H -3.7740 1.5038 -3.9582 0.079
H -4.2927 3.0628 -4.6187 0.078
H -4.7886 1.5679 -5.4043 0.066
H -1.9203 2.6448 -5.1782 0.115
H -2.8971 2.7139 -6.6368 0.108
H -3.8549 -0.3055 -6.2025 0.107
H -2.3713 -0.9080 -6.9279 0.118
H -4.0432 1.4116 -8.0506 0.066
H -3.9844 -0.2325 -8.6756 0.077
H -2.5415 0.7915 -8.7471 0.082

(4)
30
Properties=species:S:1:pos:R:3:lowdin_charge:R:1 method="wB97M-V/def2-TZVPD" s_squared=0.75 spin_multiplicity=2 charge=+3 e_above_lowest_kj_mol=4.4 homo_lumo_gap_ev="5.007 / 5.116"
Ce 1.1548 -0.2454 -0.4561 1.430
C 1.1448 0.0831 2.3064 0.046
O 0.9624 0.2205 3.4390 0.243
C 3.3756 -0.6670 0.7146 -0.005
O 4.3237 -0.8443 1.3540 0.267
C 1.8828 2.0760 0.0471 0.011
O 2.2392 3.1380 0.3765 0.266
C 0.7716 -2.4280 0.4947 -0.006
O 0.5898 -3.4595 1.0134 0.277
C 1.5189 -0.8122 -4.6014 -0.064
H 0.7462 -1.5793 -4.6436 0.061
H 1.1905 0.2019 -4.8272 0.061
C 2.8049 -1.1108 -4.3807 -0.044
H 3.5893 -0.3556 -4.4150 0.067
H 3.1440 -2.1353 -4.2318 0.068
C -1.9353 2.1305 1.7912 -0.022
C -1.5350 1.7536 0.3700 -0.191
O -1.0961 0.3845 0.2336 -0.401
C -2.1315 -0.6266 0.4763 -0.163
C -2.0989 -1.1757 1.8952 -0.025
H -2.8539 1.6317 2.1236 0.100
H -2.1455 3.2056 1.8409 0.118
H -1.1598 1.9220 2.5412 0.082
H -2.3914 1.8552 -0.3088 0.156
H -0.7030 2.3829 0.0333 0.108
H -3.0978 -0.1442 0.2418 0.162
H -1.9354 -1.4275 -0.2503 0.132
H -2.3055 -0.4045 2.6354 0.088
H -2.8925 -1.9146 2.0127 0.122
H -1.1568 -1.6550 2.1737 0.057

Copy entry 4 word for word.
30
Properties=species:S:1:pos:R:3:lowdin_charge:R:1 method="wB97M-V/def2-TZVPD" s_squared=0.75 spin_multiplicity=2 charge=+3 e_above_lowest_kj_mol=4.4 homo_lumo_gap_ev="5.007 / 5.116"
Ce 1.1548 -0.2454 -0.4561 1.430
C 1.1448 0.0831 2.3064 0.046
O 0.9624 0.2205 3.4390 0.243
C 3.3756 -0.6670 0.7146 -0.005
O 4.3237 -0.8443 1.3540 0.267
C 1.8828 2.0760 0.0471 0.011
O 2.2392 3.1380 0.3765 0.266
C 0.7716 -2.4280 0.4947 -0.006
O 0.5898 -3.4595 1.0134 0.277
C 1.5189 -0.8122 -4.6014 -0.064
H 0.7462 -1.5793 -4.6436 0.061
H 1.1905 0.2019 -4.8272 0.061
C 2.8049 -1.1108 -4.3807 -0.044
H 3.5893 -0.3556 -4.4150 0.067
H 3.1440 -2.1353 -4.2318 0.068
C -1.9353 2.1305 1.7912 -0.022
C -1.5350 1.7536 0.3700 -0.191
O -1.0961 0.3845 0.2336 -0.401
C -2.1315 -0.6266 0.4763 -0.163
C -2.0989 -1.1757 1.8952 -0.025
H -2.8539 1.6317 2.1236 0.100
H -2.1455 3.2056 1.8409 0.118
H -1.1598 1.9220 2.5412 0.082
H -2.3914 1.8552 -0.3088 0.156
H -0.7030 2.3829 0.0333 0.108
H -3.0978 -0.1442 0.2418 0.162
H -1.9354 -1.4275 -0.2503 0.132
H -2.3055 -0.4045 2.6354 0.088
H -2.8925 -1.9146 2.0127 0.122
H -1.1568 -1.6550 2.1737 0.057